(1)
Formula: C33H34Cl7N4RbSSi
Source: the Open Molecules 2025 dataset
Level of theory: ωB97M-V with the def2-TZVPD basis set

Atoms and positions in Å:
1 Rb -0.5991 0.2112 0.0201
2 C 2.0715 -2.0752 3.8775
3 C 1.2635 -1.1600 3.0020
4 N 1.5405 -1.0284 1.7210
5 N 2.5431 -1.6870 1.2293
6 C 3.2558 -1.3850 0.0045
7 N 4.2599 -2.4420 -0.0709
8 S 2.2065 -1.2793 -1.4550
9 C 0.1841 -0.3730 3.5823
10 C 0.2248 -0.0137 4.9449
11 C -0.7941 0.7318 5.4971
12 C -1.8713 1.1065 4.7049
13 C -1.8344 0.7222 3.3768
14 N -0.8520 0.0221 2.8179
15 H 2.2022 -3.0518 3.3934
16 H 1.5615 -2.2595 4.8221
17 H 3.0747 -1.6840 4.0959
18 H 3.1067 -2.2481 1.8540
19 H 3.8702 -3.3417 -0.3800
20 H 4.9539 -2.1842 -0.7562
21 H 1.0841 -0.2758 5.5477
22 H -0.7404 1.0401 6.5349
23 H -2.6940 1.6920 5.0919
24 H -2.6589 0.9874 2.7196
25 C 0.6500 4.1757 6.1497
26 C 1.8047 3.5639 5.6759
27 C 1.8960 3.1807 4.3452
28 C 0.8476 3.3967 3.4441
29 C -0.3130 4.0000 3.9421
30 C -0.4072 4.3867 5.2700
31 C 0.9962 2.9725 2.0296
32 C 0.1659 3.2137 1.0182
33 C -0.9715 4.0113 0.8211
34 C -2.2839 3.4700 0.6598
35 C -3.3563 4.2484 0.2684
36 C -3.2179 5.6145 0.0138
37 C -1.9499 6.1772 0.1854
38 C -0.8638 5.4167 0.5726
39 H 0.5726 4.4783 7.1874
40 H 2.6354 3.3811 6.3491
41 H 2.7936 2.6881 3.9842
42 H -1.1499 4.1536 3.2724
43 H -1.3205 4.8492 5.6290
44 H 1.8835 2.3554 1.8625
45 H -2.4282 2.4122 0.8468
46 H -4.3287 3.7805 0.1515
47 H -4.0614 6.2129 -0.3045
48 H -1.8116 7.2405 0.0126
49 H 0.1091 5.8786 0.6966
50 C 5.2275 1.0754 -2.2248
51 Si 3.5120 1.0861 -2.9772
52 C 3.1053 2.8386 -3.5264
53 C 3.5207 -0.0210 -4.4893
54 C 2.2374 0.5332 -1.7387
55 H 5.9853 1.3364 -2.9715
56 H 5.4615 0.0894 -1.8153
57 H 5.2891 1.7921 -1.4016
58 H 3.8776 3.2416 -4.1908
59 H 3.0178 3.4996 -2.6588
60 H 2.1482 2.8629 -4.0559
61 H 4.3133 0.2764 -5.1832
62 H 2.5647 0.0304 -5.0193
63 H 3.6819 -1.0606 -4.1951
64 H 1.2405 0.8159 -2.0854
65 H 2.4153 0.9757 -0.7566
66 Cl -0.7916 2.5959 -2.3785
67 C -1.5472 4.1318 -2.7807
68 Cl -2.6725 4.0016 -4.1617
69 H -0.7687 4.8304 -3.0548
70 H -2.1094 4.4749 -1.9198
71 Cl -1.8609 -3.7208 0.8548
72 C -2.9540 -3.0921 -0.3835
73 C -2.7151 -1.8187 -0.8647
74 C -3.6127 -1.4036 -1.8292
75 Cl -3.3937 0.2217 -2.4888
76 C -4.6716 -2.1678 -2.3135
77 Cl -5.7444 -1.5748 -3.5489
78 C -4.8687 -3.4432 -1.7867
79 Cl -6.1830 -4.4298 -2.3422
80 C -3.9985 -3.9131 -0.8040
81 Cl -4.2470 -5.5021 -0.1350

Atomic forces in eV per Å
0.14 -0.05 -0.23
-0.06 0.04 0.05
0.03 -0.04 -0.10
0.04 0.14 0.10
-0.19 -0.16 0.03
0.32 0.16 -0.15
-0.20 -0.21 -0.06
-0.04 0.03 0.31
-0.11 0.05 0.03
0.00 0.02 0.05
0.01 -0.03 0.03
0.03 -0.08 0.01
0.01 -0.02 -0.06
0.00 -0.09 0.27
-0.01 -0.01 0.01
0.05 0.02 0.00
0.01 -0.06 -0.02
0.15 0.06 0.04
0.04 0.08 -0.03
0.08 0.04 0.06
0.00 0.00 -0.02
0.01 0.00 0.00
0.01 0.01 -0.02
0.04 0.04 -0.03
0.01 -0.03 -0.08
-0.04 0.00 -0.02
0.00 -0.02 0.04
0.04 0.01 0.00
0.00 0.05 -0.01
0.04 0.00 0.01
-0.21 -0.11 0.14
0.02 0.16 -0.11
0.04 -0.01 -0.10
0.06 0.09 0.07
-0.02 -0.03 0.10
0.06 -0.01 0.02
0.01 -0.05 0.03
-0.06 -0.04 -0.02
0.00 0.00 0.01
0.01 -0.01 -0.01
-0.01 0.02 0.00
0.02 0.01 0.02
0.00 0.00 -0.02
0.01 0.01 0.04
-0.09 0.00 -0.04
0.02 -0.03 0.00
-0.01 0.01 0.00
0.02 0.01 0.00
0.00 0.01 -0.03
0.09 -0.02 0.04
0.11 0.08 0.00
0.02 0.07 -0.02
-0.07 -0.07 -0.08
-0.18 -0.34 -0.01
-0.02 0.00 0.03
-0.03 0.04 0.00
0.00 -0.04 -0.02
-0.05 -0.01 0.03
0.00 -0.02 -0.04
0.04 0.01 0.03
-0.03 0.00 0.01
0.04 -0.01 0.01
0.00 0.04 -0.01
0.03 0.14 -0.05
-0.06 0.13 -0.04
0.05 0.08 -0.32
-0.04 0.00 0.11
0.04 0.00 0.04
0.03 0.03 -0.03
-0.03 -0.01 0.01
0.01 -0.03 0.04
-0.01 0.13 -0.07
-0.31 -0.20 -0.06
0.08 -0.13 0.13
-0.07 0.06 -0.08
0.00 0.03 -0.02
0.00 -0.01 0.02
0.05 0.05 0.02
0.02 0.01 0.00
0.03 -0.03 0.04
0.00 0.03 -0.02

Computed properties:
ΔE to the lowest compared entry with this formula, charge and spin ... 3.9 kcal/mol
HOMO energy ... -0.6 eV
Energy ... -147757.2034 eV
Orbital gap ... 0.162 hartree
Charge ... -2

=====

(2)
Formula: C33H34CoFGeNO3S4
Source: the Open Molecules 2025 dataset
Level of theory: ωB97M-V with the def2-TZVPD basis set

Atoms and positions in Å:
1 Co -1.7007 1.2727 0.2466
2 C 4.2338 -2.8097 -1.8925
3 C 2.9865 -3.0719 -2.7083
4 C 3.2037 -2.9064 -4.2021
5 C 1.9894 -3.4377 -4.9450
6 C 0.7107 -2.8603 -4.3798
7 C -0.4561 -2.9202 -5.1037
8 C -1.6296 -2.3493 -4.6153
9 F -2.7363 -2.4574 -5.3491
10 C -1.6646 -1.6664 -3.4368
11 C -0.4866 -1.5753 -2.6846
12 C -0.4612 -0.7867 -1.4761
13 O -1.5281 -0.2399 -1.0339
14 C 0.7747 -0.7040 -0.8081
15 C 1.8488 -1.4634 -1.2177
16 N 1.8313 -2.1942 -2.3180
17 C 0.6844 -2.2115 -3.1283
18 C 0.8068 0.1131 0.4145
19 O 1.2463 -0.4357 1.4880
20 O 0.3065 1.2604 0.4087
21 H 5.0169 -3.4649 -2.2695
22 H 4.1060 -3.0409 -0.8345
23 H 4.5820 -1.7795 -2.0016
24 H 2.6477 -4.0944 -2.5255
25 H 4.1029 -3.4452 -4.4981
26 H 3.3616 -1.8471 -4.4269
27 H 1.9590 -4.5279 -4.8710
28 H 2.0482 -3.1979 -6.0062
29 H -0.4713 -3.4004 -6.0759
30 H -2.5740 -1.1999 -3.0873
31 H 2.7542 -1.4828 -0.6293
32 C -1.7756 4.8679 -2.3869
33 C -2.0401 3.5666 -3.1337
34 S -1.9114 2.0035 -2.1968
35 C -3.6180 1.3966 -2.1824
36 C -4.5538 2.1583 -1.2541
37 S -3.9610 2.1377 0.4725
38 C -3.8337 3.9059 0.9016
39 C -2.6743 4.6706 0.2699
40 S -3.1212 5.4288 -1.3153
41 H -1.6679 5.6625 -3.1254
42 H -0.8483 4.8337 -1.8150
43 H -1.3131 3.4546 -3.9376
44 H -3.0326 3.5867 -3.5825
45 H -3.5237 0.3593 -1.8680
46 H -4.0122 1.4020 -3.1988
47 H -5.5454 1.7099 -1.2624
48 H -4.6346 3.2069 -1.5303
49 H -3.7445 3.9158 1.9875
50 H -4.8079 4.3315 0.6600
51 H -1.8238 4.0161 0.0978
52 H -2.3579 5.4626 0.9478
53 Ge 0.4203 0.0859 3.1276
54 C 1.7682 1.1968 3.8943
55 C 1.5634 2.4644 4.4384
56 C 2.6149 3.1426 5.0418
57 C 3.8703 2.5560 5.1069
58 C 4.0819 1.2932 4.5684
59 C 3.0364 0.6114 3.9659
60 C 0.1190 -1.6651 3.8157
61 C -1.0846 -1.9975 4.4370
62 C -1.2631 -3.2663 4.9742
63 C -0.2383 -4.1983 4.8995
64 C 0.9666 -3.8699 4.2887
65 C 1.1498 -2.6071 3.7438
66 H -2.1669 0.1797 3.0043
67 H 0.5931 2.9386 4.4120
68 H 2.4508 4.1255 5.4651
69 H 4.6868 3.0831 5.5829
70 H 5.0624 0.8367 4.6220
71 H 3.2168 -0.3727 3.5499
72 H -1.8879 -1.2748 4.5260
73 H -2.1992 -3.5232 5.4539
74 H -0.3768 -5.1863 5.3200
75 H 1.7659 -4.5987 4.2399
76 H 2.0870 -2.3694 3.2561
77 S -1.5457 2.4195 3.0696
78 C -1.3830 0.8436 2.6154

Atomic forces in eV per Å
0.03 0.38 -0.23
0.01 0.09 0.02
-0.05 0.04 0.02
-0.07 0.07 -0.05
-0.09 0.06 0.06
0.15 -0.09 -0.05
0.01 -0.04 -0.11
-0.02 -0.05 -0.09
-0.01 0.02 0.00
-0.03 0.08 0.11
-0.01 0.03 0.03
-0.14 -0.07 0.18
0.06 -0.82 0.20
-0.03 0.12 -0.05
0.08 -0.10 0.05
-0.05 -0.05 -0.22
0.24 -0.02 0.09
-0.11 0.11 0.04
-0.07 0.05 -0.13
0.26 -0.07 0.07
0.01 0.00 0.01
0.02 -0.01 -0.02
0.00 -0.04 0.00
-0.04 -0.04 0.07
-0.02 0.00 0.01
0.05 -0.03 0.00
-0.01 -0.01 0.01
-0.02 -0.01 -0.01
-0.03 0.02 0.05
0.04 -0.04 -0.04
-0.02 0.01 -0.02
-0.13 -0.05 0.01
-0.07 0.14 0.14
-0.05 0.38 -0.48
-0.12 0.12 0.01
0.13 0.05 -0.01
-0.07 -0.15 0.03
0.13 -0.10 0.04
-0.23 0.04 0.06
0.04 -0.01 -0.12
0.07 0.00 -0.03
0.03 0.02 -0.03
0.02 0.00 -0.01
0.00 0.01 -0.04
-0.09 0.00 -0.03
0.02 0.05 -0.02
-0.02 -0.03 0.02
-0.03 0.01 -0.09
-0.06 -0.06 0.01
0.04 0.09 0.00
0.14 -0.03 0.08
-0.01 0.00 0.05
0.02 -0.09 -0.33
-0.01 0.28 0.17
0.23 -0.12 0.02
-0.03 -0.02 -0.03
0.00 -0.01 0.00
0.02 -0.02 -0.01
-0.02 0.14 0.02
-0.07 -0.18 0.18
0.14 -0.14 0.03
-0.02 0.04 -0.01
0.02 0.00 -0.02
0.01 0.05 -0.02
-0.21 -0.12 0.07
0.02 -0.04 -0.26
-0.07 0.01 0.02
0.01 -0.04 -0.02
-0.01 -0.01 -0.01
-0.04 0.02 0.00
0.01 0.00 0.02
0.00 -0.02 0.02
0.04 0.01 -0.01
0.01 0.03 0.00
-0.03 0.01 0.00
0.00 0.00 0.01
-0.18 0.47 -0.08
0.28 -0.36 0.67

Computed properties:
Spin multiplicity ... 6
<S²> ... 8.764
ΔE to the lowest compared entry with this formula, charge and spin ... 0.0 kcal/mol
HOMO energy (alpha / beta) ... -13.6 / -13.6 eV
Energy ... -182593.5025 eV
Orbital gap (alpha / beta) ... 0.302 / 0.202 hartree
Charge ... +2

=====

(3)
Formula: C33H34CuN3O4SeSi
Source: the Open Molecules 2025 dataset
Level of theory: ωB97M-V with the def2-TZVPD basis set

Atoms and positions in Å:
1 Cu 1.3405 -1.4332 1.3322
2 C 1.4639 6.0854 0.9339
3 O 0.5293 6.0257 -0.1238
4 C -0.5890 5.2573 0.0807
5 C -0.8263 4.5100 1.2291
6 C -1.9850 3.7545 1.3381
7 C -2.9315 3.7378 0.3169
8 C -2.6899 4.5132 -0.8147
9 C -1.5283 5.2528 -0.9439
10 N -4.2202 3.1334 0.4474
11 N -4.3891 2.0179 1.0099
12 C -3.3710 1.1126 1.2894
13 C -3.5277 0.4078 2.4876
14 C -2.5424 -0.3732 3.0413
15 C -1.2991 -0.5892 2.3710
16 O -0.3607 -1.2544 2.8431
17 C -1.2066 -0.0031 1.0107
18 N -0.1157 -0.3631 0.2994
19 C 0.0102 0.0494 -0.9447
20 C -0.9605 0.8433 -1.5669
21 C -2.0673 1.2276 -0.8596
22 C -2.2162 0.8265 0.4850
23 H 2.2714 6.7280 0.5891
24 H 1.8697 5.1004 1.1717
25 H 1.0150 6.5178 1.8342
26 H -0.1083 4.4802 2.0361
27 H -2.1422 3.1595 2.2280
28 H -3.4359 4.5235 -1.6009
29 H -1.3322 5.8391 -1.8330
30 H -4.4619 0.5657 3.0184
31 H -2.6833 -0.8658 3.9954
32 H 0.8981 -0.2662 -1.4791
33 H -0.8252 1.1372 -2.6006
34 H -2.8418 1.8144 -1.3341
35 O 1.5358 -3.4736 1.0010
36 O 1.4593 -4.1909 2.3359
37 C 3.1361 1.1416 -4.5204
38 C 3.1976 0.8406 -3.0449
39 C 3.6726 -0.3769 -2.5729
40 C 3.7390 -0.6727 -1.2134
41 C 4.2356 -2.0218 -0.7779
42 C 3.3109 0.2790 -0.2675
43 Se 3.3759 -0.1143 1.6095
44 C 2.8028 1.5026 -0.7394
45 C 2.2345 2.5216 0.2070
46 C 2.7662 1.7670 -2.1058
47 H 3.4234 0.2676 -5.1078
48 H 3.8073 1.9613 -4.7932
49 H 2.1285 1.4338 -4.8277
50 H 3.9969 -1.1313 -3.2857
51 H 4.5188 -2.6255 -1.6442
52 H 3.4748 -2.5535 -0.1991
53 H 5.0942 -1.9176 -0.1113
54 H 1.5614 2.0422 0.9201
55 H 1.6947 3.2918 -0.3494
56 H 3.0269 2.9931 0.7972
57 H 2.3522 2.7152 -2.4415
58 C 0.9066 -5.9986 -0.0334
59 Si 0.2934 -4.7915 1.2914
60 C -0.6033 -5.9892 2.5056
61 C -1.1869 -3.8356 0.5664
62 C -1.0819 -3.2924 -0.7175
63 C -2.1304 -2.6054 -1.3125
64 C -3.3178 -2.4151 -0.6158
65 C -3.4438 -2.9313 0.6653
66 C -2.3939 -3.6416 1.2367
67 H 0.1666 -6.7789 -0.2352
68 H 1.8230 -6.4809 0.3200
69 H 1.1410 -5.4882 -0.9696
70 H -1.4411 -6.5084 2.0283
71 H -0.9865 -5.4646 3.3862
72 H 0.1053 -6.7453 2.8610
73 H -0.1397 -3.3836 -1.2503
74 H -2.0096 -2.1814 -2.3034
75 H -4.1255 -1.8413 -1.0561
76 H -4.3506 -2.7544 1.2325
77 H -2.5111 -4.0243 2.2449

Atomic forces in eV per Å
0.00 -0.02 0.22
0.00 0.00 -0.01
0.00 -0.01 0.00
0.00 0.00 0.02
0.01 0.01 -0.02
-0.02 0.00 0.00
-0.03 -0.01 0.01
0.00 0.01 -0.02
0.00 0.00 0.01
0.04 0.06 -0.01
0.00 -0.07 0.02
-0.01 0.06 -0.03
0.01 -0.03 0.05
-0.02 0.00 -0.01
0.02 0.03 -0.06
0.00 0.02 -0.07
0.03 -0.06 0.07
-0.07 0.02 -0.05
-0.02 -0.01 -0.02
0.03 -0.01 -0.01
-0.01 -0.02 0.01
0.00 0.02 -0.02
-0.01 0.00 0.00
0.00 -0.01 0.00
0.00 0.00 0.00
0.00 0.00 0.00
0.00 -0.01 0.00
0.00 0.00 0.00
0.00 0.00 0.00
0.00 0.00 0.00
-0.01 0.00 0.00
0.00 -0.01 0.00
0.00 0.00 0.00
0.01 -0.01 0.00
-0.04 -0.09 -0.04
-0.05 -0.01 -0.04
0.00 0.00 -0.01
0.00 -0.02 0.01
-0.01 0.01 -0.01
-0.01 -0.03 0.01
0.01 0.01 0.00
0.06 -0.02 0.04
0.02 0.06 -0.07
-0.01 0.06 -0.01
0.07 0.04 -0.04
-0.03 -0.01 0.01
0.00 0.00 0.00
0.00 0.00 0.00
0.00 0.00 0.00
0.00 0.00 0.00
0.00 0.00 0.00
-0.01 0.01 -0.01
0.00 0.00 0.00
-0.02 0.00 0.00
-0.01 0.01 0.01
-0.01 -0.05 0.03
0.00 0.00 0.00
-0.01 0.01 0.00
0.10 0.00 0.03
0.01 0.00 0.01
0.04 0.05 -0.02
0.00 0.00 -0.01
-0.01 0.01 0.02
0.01 0.01 -0.02
-0.01 0.01 0.01
-0.02 0.00 0.04
0.00 -0.01 0.00
0.00 0.01 0.01
0.01 -0.01 0.00
0.00 0.00 -0.01
0.00 0.00 0.00
0.00 0.00 0.00
-0.01 0.00 -0.01
0.00 0.00 0.00
0.00 0.00 0.00
0.00 0.00 0.00
0.01 0.00 -0.01

Computed properties:
ΔE to the lowest compared entry with this formula, charge and spin ... 0.8 kcal/mol
HOMO energy ... -1.3 eV
Energy ... -165297.7080 eV
Orbital gap ... 0.204 hartree
Charge ... -2

=====

Q: Which of these has the lowest ΔE to the lowest compared entry with this formula, charge and spin?
A: C33H34CoFGeNO3S4

=====

Q: The highest energy belongs to which entry?
A: C33H34Cl7N4RbSSi

=====

Q: Among the records above, which one has the lowest energy?
A: C33H34CoFGeNO3S4

=====

Q: The highest charge belongs to which entry?
A: C33H34CoFGeNO3S4